(1)
Entry from the OMol25 dataset: a cluster of 2 separate species, C8H19BrN2O in total (the ωB97M-V functional and the def2-TZVPD basis).

The geometry in XYZ format:
```
31
Properties=species:S:1:pos:R:3:forces:R:3:lowdin_charge:R:1
C 1.9950 -2.0543 -2.4723 2.9 -0.3 -1.8 -0.123
N 1.2669 -2.0462 -1.1472 -1.2 -0.9 0.7 0.020
H -1.6221 -1.4520 0.1015 2.3 0.8 0.3 0.119
C 1.9086 -0.6618 -3.3300 1.0 -0.4 -1.2 -0.196
H -2.5198 3.0474 3.7166 0.3 0.5 -0.8 -0.017
H -0.0359 1.4938 2.9011 0.7 -0.6 -2.4 0.098
H 1.7067 -2.9986 -3.1421 0.2 2.2 1.7 0.159
H 2.1794 -0.9490 -4.4566 -0.4 0.4 2.5 0.139
H -0.1032 -1.5888 1.2686 -1.0 1.5 -1.8 0.132
H -0.9103 -1.5572 -2.6472 0.9 2.1 0.5 0.145
C 0.3155 1.1868 1.8082 0.0 -0.6 0.4 -0.145
H 3.1494 -2.2153 -2.2132 -2.6 0.4 -0.7 0.154
C -0.9710 0.5894 0.9256 2.1 0.3 -0.6 -0.704
H 1.0860 0.1782 -0.7311 -0.9 -2.4 -0.3 0.174
H -2.2777 1.7094 4.7346 0.5 -0.9 0.2 -0.022
H 1.8806 -2.2707 -0.3165 -0.6 0.5 -1.2 0.196
H -1.2269 0.2786 -2.0548 1.7 -2.0 -0.9 0.151
H -1.0799 1.2778 -0.0429 -0.2 -1.5 2.2 0.098
H 0.8451 2.0940 1.2926 -1.2 -1.7 0.9 0.083
C -2.5610 2.7745 4.7848 0.0 0.2 0.1 -0.599
N 0.5434 -0.0146 -3.3798 0.4 0.8 2.0 -0.101
H -3.6510 2.6893 4.9320 -0.9 0.1 0.3 0.025
H 0.7146 1.0016 -3.1147 -0.5 -1.7 -0.7 0.126
Br -2.6179 0.6544 2.0701 1.3 -0.4 -1.4 0.689
H 1.1160 0.3076 1.9082 -1.6 1.9 -0.1 0.076
C -0.4023 -0.5393 -2.3231 0.1 0.1 1.5 -0.152
H 0.5631 -2.8431 -1.1871 0.9 1.2 0.3 0.192
C -0.5929 -0.9443 0.3932 -0.6 0.2 0.1 -0.194
C 0.4260 -0.7899 -0.9045 -2.0 1.9 0.2 -0.247
H 2.7678 0.1009 -3.0072 -2.0 -1.7 -0.4 0.141
O -1.8921 3.5410 5.6332 0.3 0.2 0.2 -0.414
```
Forces are in eV/Å.

Calculated values
LUMO in eV: -1.745
M in g/mol: 239.2
E_HOMO in eV: -3.663

---

(2)
Entry from the OMol25 dataset: a structure of composition C8H19ClNOSiYb (the ωB97M-V functional and the def2-TZVPD basis).

The geometry in XYZ format:
```
32
Properties=species:S:1:pos:R:3:forces:R:3:lowdin_charge:R:1
H 2.2787 -1.2823 2.6918 -0.9 -0.3 -0.3 0.052
H -1.8992 -0.7942 2.2490 0.5 0.6 -0.5 0.041
N -0.8092 0.7470 -1.6109 1.6 -0.7 -0.7 -0.090
C 0.3442 1.6341 -1.4050 -1.0 0.3 0.3 -0.288
H -0.1798 0.9775 4.4584 0.6 0.5 -0.7 0.048
H 1.1253 -2.0669 1.5445 -0.2 -0.1 0.7 -0.081
Yb 1.1692 -2.7670 -0.7637 4.3 -4.1 5.3 1.482
C 0.1071 -2.0336 -2.6898 -1.0 -0.2 -0.5 -0.268
H -0.1432 -3.1584 -2.8009 0.4 1.2 0.2 0.104
H 1.0092 -1.7623 -3.3172 -0.7 -0.2 0.6 0.121
H -1.7622 0.8352 -3.5433 0.6 -0.4 0.4 0.122
C -0.8878 0.3405 -3.0319 -0.4 0.1 0.9 -0.325
H 0.3108 -1.8269 -1.5797 -4.7 5.0 -5.9 -0.139
C -1.1551 -1.2079 -3.0890 0.3 0.1 0.1 -0.640
H 1.2502 1.2450 -1.9442 -0.3 0.5 0.6 0.102
Si 0.4301 0.3010 2.1345 -0.2 0.0 0.4 0.443
O 1.3225 0.9243 0.8108 -1.5 -0.8 1.0 -0.263
C 0.6472 1.2861 3.7579 0.3 -0.5 0.2 -0.171
C -1.4397 0.1373 1.8332 -0.3 0.9 -0.2 -0.180
H 0.0286 0.6238 -3.6158 -0.5 -0.5 0.2 0.111
H -1.5214 -1.5847 -4.0725 0.2 0.5 0.7 0.113
C 0.6134 1.9602 0.1163 0.9 1.2 -1.6 -0.265
H 0.7571 -1.9411 3.3759 0.1 0.1 -1.0 0.056
H 0.6368 2.3940 3.5943 0.0 -1.0 0.3 0.047
H -0.3275 2.2964 0.6176 0.5 -0.5 -0.4 0.114
H 1.5944 0.9650 4.2776 -0.7 0.6 -0.6 0.040
H -1.6908 0.3073 0.7489 0.1 -0.5 0.9 0.010
H 1.2966 2.8571 0.1025 -0.6 -0.8 0.1 0.126
H -1.9323 0.9885 2.3879 0.4 -0.8 -0.5 0.048
C 1.1830 -1.4405 2.4761 1.1 0.7 0.1 -0.176
H 0.0903 2.6364 -1.8726 0.4 -0.6 0.4 0.125
Cl -2.4465 -1.5912 -1.8409 0.6 -0.4 -0.8 0.580
```
Forces are in eV/Å.

Calculated values
Net charge: +1
LUMO in eV: -5.719
M in g/mol: 381.8
E_HOMO in eV: -9.211